Record 1
C13H17IN7O5 | ωB97M-V with the def2-TZVPD basis set

Atoms and positions in Å:
O -3.20 1.73 -1.88
O 3.09 -2.13 -0.89
O -0.92 0.14 0.90
O 0.14 -4.33 -1.01
O 0.58 0.84 2.32
I -3.16 7.36 -4.79
N -3.08 4.59 -3.23
N -0.84 4.64 -0.40
C -2.50 2.65 -1.47
C 2.07 -1.45 -0.93
C -0.18 -0.05 1.90
C 0.77 -4.19 0.03
C -2.60 5.81 -3.27
C -0.95 3.46 0.14
C -2.46 3.98 -2.12
C -1.61 4.88 -1.52
N -0.19 3.26 1.23
N -1.76 2.46 -0.33
N -1.71 6.03 -2.24
N 1.33 -5.27 0.59
N 0.98 -1.71 -0.21
C 1.99 -0.24 -1.83
C 2.12 -5.33 1.81
C -0.20 -1.41 2.62
C -0.33 -2.61 1.67
C 0.87 -2.82 0.74
H -0.03 2.28 1.52
H 0.59 3.90 1.32
H -1.66 1.51 0.05
H -1.22 6.89 -2.04
H 1.21 -6.12 0.05
H 0.20 -1.06 -0.26
H 1.73 0.63 -1.23
H 2.96 -0.08 -2.30
H 1.23 -0.40 -2.58
H 2.41 -6.36 2.02
H 3.03 -4.73 1.70
H 1.54 -4.95 2.66
H -1.04 -1.42 3.31
H 0.71 -1.53 3.20
H -0.44 -3.50 2.30
H -1.25 -2.52 1.08
H 1.77 -2.82 1.35

Computed properties:
LUMO = 1.72 eV
gap between HOMO and LUMO = 7.004 eV
E_tot = -1562.98496 Eh
total charge = -1
highest occupied orbital energy = -0.194 hartree

=====

Record 2
C41H38BrIN2O5PRuS | ωB97M-V with the def2-TZVPD basis set

Atoms and positions in Å:
Ru 0.20 -0.20 -0.42
I 2.32 -1.16 0.67
C 0.62 -1.12 -2.19
C 0.46 -2.47 -2.20
C 0.05 -3.11 -3.41
C -0.15 -2.37 -4.54
C 0.09 -0.97 -4.55
C -0.17 -0.16 -5.68
C 0.07 1.19 -5.64
C 0.64 1.77 -4.49
C 0.88 0.99 -3.40
C 0.56 -0.36 -3.37
H 0.60 -3.06 -1.31
H -0.12 -4.17 -3.41
H -0.47 -2.85 -5.45
H -0.59 -0.63 -6.56
H -0.15 1.81 -6.51
H 0.92 2.82 -4.47
O -2.98 1.17 -0.04
S -2.61 1.16 -1.45
O -3.65 0.97 -2.40
O -1.47 0.21 -1.66
C -1.83 2.72 -1.75
C -2.30 3.49 -2.80
C -1.71 4.72 -3.06
C -0.65 5.15 -2.28
C -0.19 4.37 -1.23
C -0.77 3.14 -0.94
P -0.13 2.10 0.42
C 1.39 2.94 0.97
C 2.65 2.38 0.80
C 3.78 3.01 1.30
C 3.67 4.21 1.98
C 2.41 4.79 2.15
C 1.28 4.16 1.66
C -1.18 2.43 1.86
C -0.75 1.94 3.09
C -1.44 2.25 4.25
C -2.59 3.04 4.18
C -3.03 3.52 2.95
C -2.33 3.22 1.79
H -3.13 3.12 -3.39
H -2.07 5.33 -3.88
H -0.18 6.11 -2.48
H 0.63 4.74 -0.62
H 2.76 1.44 0.28
H 4.75 2.54 1.17
H 4.55 4.69 2.39
H 2.31 5.73 2.68
H 0.31 4.61 1.83
H 0.15 1.33 3.14
H -1.08 1.90 5.20
H -3.13 3.28 5.08
H -3.92 4.13 2.90
H -2.67 3.61 0.84
Br 6.41 6.35 -2.06
C 5.34 4.80 -2.16
C 5.93 3.57 -2.40
C 5.14 2.44 -2.44
C 3.76 2.54 -2.26
C 3.18 3.79 -2.05
C 3.97 4.92 -1.98
C 2.96 1.30 -2.33
O 3.39 0.20 -2.42
O 1.56 1.55 -2.30
H 7.00 3.50 -2.55
H 5.57 1.46 -2.60
H 2.11 3.86 -1.91
H 3.52 5.89 -1.80
C 1.22 -2.73 3.61
C 0.01 -2.93 2.71
N -1.12 -2.06 3.07
C -1.69 -2.28 4.40
C -1.29 -1.22 5.43
C -1.68 -1.21 2.20
C -3.01 -0.62 2.58
N -1.19 -0.93 1.00
H 2.05 -3.33 3.23
H 1.02 -3.05 4.63
H 1.53 -1.69 3.62
H -0.34 -3.96 2.78
H 0.26 -2.73 1.68
H -1.32 -3.25 4.74
H -2.77 -2.36 4.34
H -0.22 -1.23 5.60
H -1.80 -1.42 6.37
H -1.58 -0.23 5.09
H -3.75 -1.42 2.66
H -3.34 0.08 1.82
H -2.96 -0.10 3.53
H -1.90 -0.37 0.53

Computed properties:
LUMO (alpha / beta) = -5.06 / -5.02 eV
gap between HOMO and LUMO (alpha / beta) = 5.546 / 5.546 eV
E_tot = -5776.82292 Eh
total charge = +1
highest occupied orbital energy (alpha / beta) = -0.390 / -0.388 hartree